(1)
61
Properties=species:S:1:pos:R:3:forces:R:3:lowdin_charge:R:1 method="wB97M-V/def2-TZVPD" de_lowest_kj_mol=0.0 e_tot_ev=-47330.6717 total_charge=+2 mol_weight_da=588.7 largest_force_ha_per_bohr=0.0677
Zr -0.04769 -0.86918 0.40267 -0.9501 3.3465 0.1662 1.991
C -0.00794 -2.35591 4.72730 0.0465 -0.1206 1.0833 -0.026
C -0.52996 -2.14063 3.45436 0.4362 0.9167 -0.9412 -0.106
N -0.27154 -1.01914 2.74976 -0.3201 -0.0705 0.8223 -0.043
C 0.33030 0.06424 3.40720 -0.1008 -0.7114 -0.7523 -0.151
C 0.86518 -0.06792 4.71583 0.3223 0.1427 -1.0050 -0.140
C 0.70062 -1.33467 5.35017 0.0286 0.0136 -0.1699 0.042
C 1.71554 0.99564 5.13919 0.2492 0.0175 0.4848 -0.005
C 1.99569 2.08594 4.32212 0.4646 -0.4086 1.7555 -0.049
C 1.36530 2.24575 3.11028 -1.3068 -0.6352 -1.6661 -0.006
C 0.51256 1.25400 2.62326 0.7764 -0.1145 0.9467 -0.242
N -0.04750 1.22317 1.36364 -0.1167 -2.6459 -1.2844 -0.073
C -0.98995 2.12004 0.91253 -0.1044 0.6725 -0.5400 -0.211
C -1.03086 3.48442 1.22554 1.2006 -1.7825 0.3716 0.007
C -2.03640 4.26908 0.72333 -1.4335 1.4760 -0.7002 -0.062
C -2.98968 3.76990 -0.14977 -0.6633 0.7174 -0.5419 -0.017
C -2.98473 2.41344 -0.57705 0.9882 -0.7352 0.9373 -0.123
C -3.87002 1.76686 -1.48056 0.1984 0.3941 -0.2336 0.052
C -3.79313 0.40557 -1.72506 -0.9203 0.2426 -0.4365 -0.028
C -2.90654 -0.35221 -1.00612 1.8853 0.2678 1.1493 -0.094
N -1.95969 0.20581 -0.20156 -0.4405 -0.0819 -0.2628 -0.046
C -1.96551 1.57534 0.01520 -0.7287 0.1485 -0.1214 -0.128
H -0.15751 -3.34441 5.21303 0.1052 0.9644 -0.3495 0.136
H -1.12309 -2.89509 2.93940 0.3238 0.0140 0.1480 0.120
H 1.18820 -1.49390 6.31282 -0.2370 -0.0297 -0.1716 0.135
H 2.18556 0.89416 6.12267 -0.0773 0.1663 -0.3989 0.127
H 2.73782 2.83038 4.63000 -0.4050 -0.3206 0.0837 0.129
H 1.52718 3.08478 2.44009 0.3308 -0.0124 0.3732 0.119
H -0.22619 3.88049 1.85161 -0.6091 0.0460 -0.1952 0.108
H -2.08493 5.35006 0.99438 0.0479 -1.0597 -0.2490 0.138
H -3.76079 4.46610 -0.53828 0.5612 -0.6445 0.2346 0.133
H -4.59421 2.36712 -2.02724 0.0396 -0.0719 0.1572 0.136
H -4.42888 -0.12073 -2.45336 0.1521 0.5631 0.5013 0.134
H -2.87951 -1.43594 -1.06229 -0.0215 0.1163 -0.2369 0.125
C 2.66370 -5.02888 -0.76648 0.4871 -0.1142 -0.4562 0.019
O 1.34559 -4.56429 -0.32890 0.4930 1.7977 1.0870 0.056
C 1.25378 -3.37137 0.23992 -2.4818 -1.1644 -0.5905 -0.477
O 0.11655 -3.03206 0.75866 2.5424 -0.2465 -0.7968 -0.094
N 2.29708 -2.49909 0.22145 0.7830 -0.2532 -0.8990 0.056
N 2.17030 -1.33664 1.01905 -0.9143 -0.2557 1.7159 0.003
H 2.64917 -6.12231 -0.74131 -0.2907 0.3228 0.0352 0.113
H 3.45691 -4.68108 -0.07470 -0.5109 -0.0514 -0.5202 0.111
H 2.80579 -4.70463 -1.82107 0.0651 -0.0977 0.8030 0.120
H 2.82034 -2.36726 -0.64319 0.1293 -0.3730 0.3117 0.185
H 2.86940 -0.61422 0.85263 0.1438 -0.3694 -0.4132 0.152
H 2.25572 -1.67673 1.99716 0.1519 0.6526 -0.6012 0.153
O 1.25751 2.20420 -3.08818 -0.4816 -1.4006 -0.4983 0.071
C 0.71164 1.29739 -3.97626 -0.0224 -0.4801 0.5402 -0.217
C 0.47762 1.65197 -5.30933 -0.2080 0.4819 0.0347 -0.005
C -0.27642 0.82577 -6.13791 0.7773 0.1102 -0.0469 -0.051
C -0.66841 -0.43909 -5.72888 -0.3693 -0.3975 0.1623 -0.070
C -0.31555 -0.87797 -4.45789 0.0894 -0.3726 0.2813 -0.015
C 0.34253 -0.02597 -3.53147 0.5888 1.2037 0.3631 -0.051
C 0.51221 -0.45664 -2.08887 -0.7598 0.2764 -2.6173 -0.532
O 1.23166 0.12398 -1.20361 -0.9871 -1.0889 0.4674 -0.083
O -0.23746 -1.45664 -1.76110 0.8039 0.0842 1.7891 -0.145
H 1.21760 3.07026 -3.49306 0.1178 0.3855 -0.1791 0.110
H 0.84325 2.62553 -5.68333 -0.2945 -0.5848 0.2871 0.135
H -0.46344 1.10529 -7.16812 -0.0801 0.2461 0.1379 0.121
H -1.27081 -1.04268 -6.43027 0.6030 0.1156 0.6365 0.125
H -0.50392 -1.92937 -4.17998 -0.0971 0.7926 0.0076 0.127

---

(2)
98
Properties=species:S:1:pos:R:3:forces:R:3:lowdin_charge:R:1 method="wB97M-V/def2-TZVPD" smiles=FC(F)C(F)(F)COC(F)(F)C(F)F.FC(F)C(F)(F)COC(F)(F)C(F)F.FC(F)C(F)(F)COC(F)(F)C(F)F.FC(F)C(F)(F)COC(F)(F)C(F)F.FC(F)C(F)(F)COC(F)(F)C(F)F.BrCCBr e_tot_ev=-287409.9760 total_charge=0 mol_weight_da=1348.2 largest_force_ha_per_bohr=0.0562
F -0.55433 -0.97763 10.47524 -0.6392 -1.1608 -0.1755 0.100
C -0.74670 -1.22321 9.15372 2.7591 0.6670 -0.5413 -0.278
F -0.49477 -0.02294 8.60516 -0.6074 0.6112 -0.9711 0.090
C 0.36635 -2.19507 8.62008 -0.8044 -0.2449 -0.5972 -0.449
F 0.05822 -3.33203 9.27748 0.3117 -1.0843 0.6471 0.100
F 1.59785 -1.79607 8.96055 0.0744 0.3902 0.4333 0.142
C 0.43172 -2.64764 7.13514 1.3058 0.4645 0.1241 0.006
O 0.49901 -1.49214 6.24751 -0.4301 -1.5091 1.9480 0.046
C 1.39271 -1.50245 5.27832 1.3479 0.8938 -1.2269 -0.516
F 2.71283 -1.87921 5.57702 -1.6765 0.3360 0.4450 0.095
F 1.05286 -2.36844 4.26250 0.0918 0.8800 0.6476 0.128
C 1.45980 0.00906 4.83415 -0.7129 -0.7761 -1.8372 -0.258
F 2.34909 0.06751 3.85466 1.8050 0.1000 -0.8682 0.092
F 0.30092 0.32965 4.16714 -0.3498 -0.0686 1.1374 0.068
H -1.69687 -1.63918 8.85901 -0.7055 0.2051 0.4670 0.168
H -0.34756 -3.35447 6.90637 -0.7126 0.2762 -0.3211 0.138
H 1.38227 -3.23403 7.05703 -0.6616 0.5959 0.1687 0.159
H 1.72247 0.78074 5.56350 -0.4027 -0.5530 0.4484 0.180
F -4.91509 -7.10434 -1.62331 0.6512 -0.2381 0.0338 0.077
C -3.79569 -6.34823 -1.82449 -0.9738 0.3051 -0.4276 -0.270
F -3.07612 -6.28640 -0.67084 -0.0500 -0.5257 -0.5192 0.079
C -2.95966 -6.91653 -3.03102 0.7841 0.9683 1.5390 -0.469
F -3.56679 -6.60405 -4.18574 -0.3740 0.1206 -0.1084 0.139
F -2.84313 -8.24644 -2.95345 -0.2353 -0.6890 0.0319 0.136
C -1.54393 -6.35014 -2.99641 0.2324 0.9585 -0.4891 -0.011
O -1.63654 -4.91267 -2.68841 0.3642 -0.9751 -1.1209 0.011
C -0.82594 -4.09407 -3.44099 -0.2913 -1.5446 -0.1921 -0.516
F 0.46183 -4.24103 -3.04085 -0.1752 0.0421 -0.3749 0.142
F -0.87105 -4.39245 -4.79777 0.1179 0.2944 1.3806 0.118
C -1.30068 -2.68508 -3.17905 1.2762 -0.9919 0.4263 -0.303
F -0.30999 -1.88599 -3.65240 -0.7059 0.7572 -0.6414 0.081
F -2.49062 -2.56197 -3.77722 0.1667 0.9291 0.0005 0.131
H -4.17793 -5.34783 -2.03165 0.3940 0.0884 -0.2288 0.163
H -1.06790 -6.51804 -3.96960 -0.3008 0.1787 0.0915 0.149
H -0.92270 -6.85440 -2.26948 -0.1597 0.0308 0.4883 0.143
H -1.30555 -2.55566 -2.10075 -0.7045 0.3698 0.1609 0.139
F 0.00092 0.77133 -2.23105 -0.4820 0.8930 0.9552 0.035
C -0.27733 1.82212 -1.34027 1.0184 -1.9735 -0.0506 -0.223
F -1.61095 2.04321 -1.33861 0.6543 -0.1341 0.0443 0.081
C 0.24065 1.42250 0.11453 -1.0052 1.4933 -0.4006 -0.358
F -0.42865 0.41889 0.76629 -0.0368 0.3920 -1.0876 0.098
F -0.13688 2.59448 0.77830 0.7585 -0.6999 0.0543 0.068
C 1.71105 1.07157 0.33910 -1.4827 -0.4073 -0.1101 -0.056
O 2.60523 2.01703 -0.19733 0.1093 -0.0423 -0.0822 0.066
C 3.83893 1.90353 0.34182 0.5363 -0.0720 0.5085 -0.534
F 3.82367 2.20996 1.69308 0.0431 0.3277 -1.0522 0.119
F 4.32514 0.64766 0.31559 -0.2036 -0.4323 -0.3217 0.149
C 4.81063 2.81098 -0.42393 0.7217 1.6968 0.3525 -0.277
F 6.06129 2.65470 0.08970 -0.3617 -0.2356 0.0669 0.087
F 4.89089 2.53978 -1.74418 -0.4921 -0.3494 0.3993 0.106
H 0.28876 2.68806 -1.70443 -0.3583 -0.0255 0.2312 0.172
H 1.87047 0.05575 -0.06134 0.0852 0.4501 0.1605 0.152
H 1.70796 1.08376 1.41937 0.6078 -0.2645 0.4463 0.132
H 4.54509 3.88294 -0.28730 -0.0996 -0.6687 -0.1438 0.182
F -4.99104 8.97935 -2.02267 0.0039 0.4263 -0.2542 0.102
C -5.61335 8.41646 -0.96412 0.0724 -0.9187 -0.4825 -0.309
F -6.61669 9.18985 -0.55312 -0.2066 0.4900 0.2065 0.126
C -6.17885 7.06685 -1.42285 -0.2792 -0.6569 0.6751 -0.491
F -7.10798 7.16546 -2.38833 -0.4468 0.5048 -0.0628 0.145
F -6.72424 6.46928 -0.33695 -0.8187 0.2139 0.5954 0.127
C -5.15102 6.14300 -1.91598 1.7446 0.6071 -1.0005 -0.031
O -4.15904 6.05622 -0.85366 -1.3806 -0.1617 -0.7693 0.053
C -2.95113 5.78085 -1.31234 1.0994 0.9636 -0.7841 -0.561
F -2.95643 4.74259 -2.17567 0.1300 -0.1801 0.1916 0.147
F -2.40224 6.84490 -2.04404 -0.6673 -0.6570 0.4318 0.104
C -2.02256 5.55312 -0.13778 -0.5742 -0.4671 -0.3940 -0.278
F -0.81481 5.32968 -0.69915 0.5544 0.5560 0.7353 0.099
F -2.11998 6.63635 0.67527 0.9056 -0.1136 -0.3794 0.108
H -4.86825 8.23078 -0.19650 -0.1068 0.2849 0.3682 0.170
H -4.73033 6.66528 -2.78957 0.2551 -0.4224 0.1866 0.156
H -5.52458 5.17740 -2.24672 -0.1595 -0.0457 0.4462 0.159
H -2.30494 4.69079 0.43685 -0.1034 -0.5427 0.2975 0.158
F 8.90936 -1.84518 -3.83704 -0.8689 -0.0214 0.4727 0.084
C 7.54933 -1.82633 -3.67358 0.2988 -0.2306 -0.6329 -0.269
F 7.03316 -2.90482 -4.32464 0.2341 -0.1254 0.5268 0.085
C 7.11214 -1.76664 -2.18429 -0.7855 -1.6940 -0.2944 -0.394
F 7.33857 -0.48583 -1.86705 0.4894 -0.0486 1.0796 0.141
F 7.71037 -2.71731 -1.33147 0.3215 1.7629 -1.0649 0.081
C 5.65149 -2.13955 -2.00883 -0.5099 0.1499 -0.6591 -0.028
O 4.87016 -1.33917 -2.91981 1.1871 0.3062 0.7616 0.051
C 3.59518 -1.65234 -2.97522 -0.8920 -0.2862 -0.3330 -0.538
F 3.46229 -2.95566 -3.36157 -0.3893 0.2888 -0.8292 0.124
F 2.92696 -1.68904 -1.75932 0.4371 0.9219 -0.3216 0.101
C 2.90159 -0.61857 -3.94678 0.9268 -0.7164 0.1746 -0.233
F 3.07403 0.65119 -3.48348 -0.3497 -0.8770 0.0346 0.091
F 3.52904 -0.67423 -5.16637 -0.6091 -0.1885 0.8293 0.087
H 7.13186 -0.94970 -4.18129 0.2432 0.0337 0.2548 0.172
H 5.27624 -1.94781 -1.02095 0.3402 0.2338 0.6809 0.141
H 5.51169 -3.20048 -2.21285 0.1846 0.0743 -0.2167 0.149
H 1.86361 -0.92434 -4.00499 -0.3589 0.5019 -0.3720 0.146
Br -3.21862 -2.48203 0.37538 -0.1170 0.2780 0.1189 0.630
C -3.81358 -0.82659 1.28134 0.4560 -0.3491 0.2624 -0.673
C -3.89448 0.27501 0.26580 -0.1267 -0.6288 -0.9950 -0.734
Br -4.63271 1.86933 1.08728 0.3256 0.1082 -0.0036 0.643
H -3.02034 -0.61215 2.00902 -0.4375 -0.1200 -0.0911 0.057
H -4.75731 -1.07368 1.76094 0.1035 0.0892 -0.0198 0.052
H -4.59601 0.03220 -0.55540 0.4848 0.0782 0.4866 0.063
H -2.88183 0.41014 -0.14800 -0.6324 0.5290 0.1945 0.033